(1)
C34H41N3O6SiYb as an isolated structure in a non-equilibrium geometry. Source: OMol25; level of theory: ωB97M-V/def2-TZVPD.

Computed properties:
energy relative to the best compared isomer or geometry (same formula, charge and spin): 32.3 kcal/mol
expectation value of S²: 0.751

ORCA input file:
```
! wB97M-V def2-TZVPD RIJCOSX def2/J DEFGRID3
* xyz -1 2
Yb 1.41 0.10 1.42
C -0.15 0.62 4.36
Si -1.33 -0.52 3.39
C -1.47 -2.13 4.45
C -3.01 0.42 3.49
N -0.71 -0.82 1.82
C -1.29 -1.69 0.96
C -2.54 -2.30 1.17
C -3.06 -3.24 0.30
C -2.34 -3.66 -0.80
C -1.12 -3.07 -1.06
C -0.62 -2.08 -0.23
O 0.61 -1.46 -0.49
C 1.03 -1.41 -1.80
C 2.39 -1.58 -2.04
C 2.87 -1.57 -3.34
C 2.01 -1.36 -4.40
C 0.67 -1.12 -4.15
C 0.17 -1.15 -2.86
H -0.24 0.43 5.43
H -0.39 1.67 4.21
H 0.90 0.46 4.10
H -1.74 -1.91 5.48
H -0.52 -2.65 4.45
H -2.20 -2.81 4.04
H -3.26 0.65 4.52
H -3.85 -0.13 3.06
H -2.94 1.36 2.95
H -3.11 -1.99 2.03
H -4.03 -3.67 0.51
H -2.72 -4.42 -1.47
H -0.54 -3.38 -1.92
H 3.07 -1.69 -1.20
H 3.93 -1.73 -3.51
H 2.39 -1.36 -5.41
H -0.01 -0.90 -4.96
H -0.88 -0.98 -2.67
C -2.74 1.98 -5.23
C -2.51 1.61 -3.79
C -3.43 0.81 -3.13
C -3.25 0.46 -1.80
C -2.12 0.87 -1.13
C -1.16 1.63 -1.79
N 0.05 1.86 -1.13
C 0.60 3.06 -0.77
C -0.16 4.24 -0.82
C 0.38 5.44 -0.43
C 1.70 5.52 -0.01
C 2.46 4.37 0.04
C 1.93 3.13 -0.32
C 2.85 1.94 -0.20
O 4.06 2.11 -0.09
O 2.31 0.76 -0.26
C -1.35 2.02 -3.12
C -0.31 2.85 -3.82
H -3.68 1.57 -5.58
H -1.94 1.58 -5.86
H -2.75 3.06 -5.37
H -4.30 0.46 -3.66
H -3.99 -0.13 -1.29
H -1.94 0.61 -0.09
H 0.58 1.05 -0.81
H -1.19 4.17 -1.13
H -0.24 6.33 -0.44
H 2.12 6.47 0.29
H 3.49 4.39 0.36
H 0.64 2.80 -3.29
H -0.61 3.89 -3.86
H -0.15 2.49 -4.83
O 1.06 3.49 2.78
N 1.18 2.40 2.31
O 2.22 1.74 2.48
O 0.27 1.88 1.67
C 2.40 -3.91 3.75
C 2.05 -3.02 2.55
C 2.64 -3.64 1.28
C 2.57 -1.57 2.74
H 2.08 -4.94 3.57
H 1.92 -3.54 4.65
H 3.48 -3.92 3.93
H 0.96 -3.01 2.45
H 3.65 -4.01 1.47
H 2.71 -2.88 0.50
H 2.03 -4.46 0.91
H 3.67 -1.63 2.67
H 2.39 -1.34 3.82
*
```

(2)
A 2-piece molecular cluster, C34H41N6O2 overall in a non-equilibrium geometry. Source: OMol25; level of theory: ωB97M-V/def2-TZVPD.

Computed properties:
energy relative to the best compared isomer or geometry (same formula, charge and spin): 0.0 kcal/mol

ORCA input file:
```
! wB97M-V def2-TZVPD RIJCOSX def2/J DEFGRID3
* xyz 1 1
C 5.18 -3.52 2.47
N 5.06 -2.10 2.68
C 6.32 -1.41 2.59
C 6.24 0.03 3.04
C 5.03 0.71 2.40
C 3.77 -0.04 2.65
C 3.86 -1.45 2.85
C 2.68 -2.14 3.22
C 1.48 -1.49 3.31
C 1.33 -0.11 2.93
C 0.06 0.54 2.86
C -1.16 -0.13 2.56
C -2.40 0.59 2.62
C -3.62 -0.04 2.56
C -3.70 -1.47 2.45
N -4.89 -2.11 2.63
C -5.05 -3.53 2.43
C -6.15 -1.40 2.70
C -6.02 -0.02 3.30
C -4.88 0.76 2.65
C -2.49 -2.17 2.17
C -1.28 -1.51 2.16
C 2.54 0.58 2.63
H 4.20 -4.01 2.40
H 5.74 -3.72 1.55
H 5.74 -3.98 3.29
H 7.05 -1.96 3.20
H 6.68 -1.47 1.55
H 6.16 0.07 4.13
H 7.16 0.54 2.75
H 4.93 1.73 2.79
H 5.21 0.80 1.31
H 2.72 -3.22 3.42
H 0.60 -2.04 3.65
H 0.02 1.62 2.97
H -2.36 1.67 2.75
H -4.19 -4.10 2.77
H -5.93 -3.85 3.00
H -5.25 -3.78 1.37
H -6.56 -1.32 1.68
H -6.83 -2.02 3.28
H -6.96 0.51 3.15
H -5.84 -0.10 4.38
H -4.67 1.66 3.23
H -5.20 1.08 1.65
H -2.53 -3.24 1.97
H -0.39 -2.06 1.86
H 2.47 1.64 2.33
C 2.15 2.64 10.03
C 1.36 2.66 8.74
O 1.19 1.65 8.07
N 0.80 3.91 8.43
C 0.86 4.96 9.44
C -0.36 5.84 9.38
N -0.59 6.30 8.04
C -1.59 7.33 8.00
C -1.61 7.98 6.64
N -1.68 6.99 5.57
C -2.35 7.37 4.39
C -2.75 8.83 4.33
O -2.64 6.57 3.50
C -1.06 5.74 5.74
C -0.97 4.75 4.74
N -0.38 3.55 4.91
C 0.21 3.30 6.09
C 0.19 4.19 7.19
C -0.46 5.43 6.99
H 2.75 3.55 10.17
H 1.48 2.50 10.89
H 2.83 1.78 10.00
H 0.90 4.52 10.43
H 1.76 5.59 9.28
H -1.25 5.31 9.78
H -0.20 6.73 10.00
H -2.59 6.93 8.25
H -1.32 8.07 8.75
H -2.49 8.62 6.61
H -0.71 8.61 6.53
H -1.98 9.49 4.75
H -2.91 9.09 3.28
H -3.70 8.99 4.86
H -1.39 4.92 3.76
H 0.70 2.34 6.16
*
```

(3)
C34H41N6OSSn as an isolated structure. Source: OMol25; level of theory: ωB97M-V/def2-TZVPD.

Computed properties:
E_tot: -2336.2866 a.u.

ORCA input file:
```
! wB97M-V def2-TZVPD RIJCOSX def2/J DEFGRID3
* xyz 1 1
Sn 0.65 0.59 0.18
C -1.68 2.94 -2.41
C -1.47 1.42 -2.44
C -0.12 0.89 -2.91
N 0.96 0.82 -1.91
C 2.15 0.36 -2.33
C 2.39 0.04 -3.68
C 3.56 -0.28 -4.37
C 4.87 -0.31 -3.95
C 5.28 -0.13 -2.64
C 4.53 -0.01 -1.49
C 3.14 0.07 -1.27
N 2.63 -0.03 -0.05
C 3.28 -0.82 1.00
C 3.41 -0.09 2.33
C 2.05 0.13 3.00
N 1.29 1.07 2.19
C 0.70 2.15 2.68
C 0.52 2.34 4.07
C 0.01 3.40 4.80
C -0.50 4.62 4.37
C -0.63 5.02 3.06
C -0.33 4.35 1.88
C 0.25 3.10 1.63
N 0.51 2.69 0.38
C 0.17 3.54 -0.75
C -1.33 3.60 -1.08
H -2.73 3.14 -2.63
H -1.10 3.40 -3.22
H -2.19 0.99 -3.14
H -1.73 0.98 -1.47
H 0.22 1.51 -3.75
H -0.28 -0.12 -3.31
H 1.52 0.04 -4.31
H 3.40 -0.49 -5.42
H 5.63 -0.48 -4.69
H 6.35 -0.13 -2.47
H 5.11 0.05 -0.58
H 4.25 -1.18 0.65
H 2.66 -1.71 1.16
H 3.88 0.88 2.18
H 4.06 -0.67 3.00
H 2.21 0.49 4.01
H 1.52 -0.83 3.07
H 0.82 1.50 4.68
H 0.02 3.24 5.87
H -0.83 5.31 5.14
H -1.06 6.00 2.92
H -0.57 4.91 1.00
H 0.72 3.14 -1.60
H 0.58 4.54 -0.58
H -1.68 4.64 -1.08
H -1.89 3.09 -0.28
C -4.82 0.75 -0.65
C -4.51 -0.04 0.61
N -3.64 -1.18 0.34
C -4.32 -2.40 -0.13
C -4.61 -3.34 1.03
C -2.32 -1.19 0.50
S -1.59 0.26 1.19
N -1.68 -2.32 0.25
C -0.41 -2.43 -0.09
O 0.33 -1.48 -0.51
C 0.19 -3.78 -0.05
C -0.56 -4.89 0.33
C 0.02 -6.14 0.38
C 1.36 -6.30 0.06
C 2.12 -5.20 -0.33
C 1.54 -3.94 -0.38
H -5.45 1.61 -0.41
H -5.35 0.15 -1.39
H -3.90 1.12 -1.11
H -5.42 -0.44 1.05
H -4.05 0.61 1.35
H -3.71 -2.89 -0.88
H -5.25 -2.08 -0.60
H -3.69 -3.71 1.47
H -5.19 -4.20 0.68
H -5.19 -2.84 1.81
H -1.61 -4.76 0.57
H -0.57 -7.00 0.67
H 1.82 -7.28 0.10
H 3.16 -5.32 -0.58
H 2.11 -3.08 -0.70
*
```